{
  "formula": "H31O15",
  "method": "ωB97M-V with the def2-TZVPD basis set",
  "symbols": ["O", "H", "H", "O", "H", "H", "O", "H", "H", "O", "H", "H", "O", "H", "H", "O", "H", "H", "O", "H", "H", "O", "H", "H", "O", "H", "H", "O", "H", "O", "H", "H", "O", "H", "H", "O", "H", "H", "O", "H", "H", "O", "H", "H", "H", "H"],
  "coordinates": [[3.332384, 2.452048, -0.441282], [2.692907, 0.038657, 0.382154], [2.920324, 2.561407, 0.527454], [1.968196, 0.843460, 4.077050], [2.493368, 0.024210, 4.003423], [1.041875, 0.502943, 3.806270], [1.837121, 0.378839, 0.121626], [2.760851, 3.290626, 2.188918], [2.095312, 0.958643, -0.481409], [2.412959, 1.030446, -2.925721], [2.960907, 1.543264, -3.571971], [2.869183, 1.223432, -2.006504], [-2.759438, 0.327814, 1.084064], [-2.616819, -0.081575, 0.317766], [-2.151487, 0.925529, 1.180238], [3.329927, 2.457466, 2.006675], [-3.374376, -2.644146, 1.003480], [-2.784480, 3.228912, -0.673620], [-2.989776, -2.275629, 0.067828], [-2.050294, -3.244179, -0.565374], [-2.108702, 3.201522, -2.064453], [-0.247135, -3.340096, 1.007831], [-1.083998, -2.959251, 1.329828], [0.233183, -2.575714, 0.581885], [-2.987941, 3.007299, -1.559255], [2.851575, 1.641725, 2.272135], [-4.350740, -0.014564, -1.326852], [4.200418, -1.136895, 1.441529], [0.063845, 3.529659, -3.135535], [-0.551636, -0.589311, -2.656446], [-1.262309, 0.013937, -2.738894], [0.280286, -0.197029, -2.373522], [-1.584984, -4.173903, -0.880807], [-0.714930, -3.800115, -0.038821], [-1.560827, -3.975133, -1.766086], [-3.523114, -0.547877, -1.623917], [-3.490127, -1.623815, -0.487856], [-3.727889, -1.051249, -2.380279], [0.489797, 3.336209, -2.314982], [4.369479, 2.590996, -0.255755], [1.193730, 2.627725, -2.815557], [-3.101743, -1.797549, 2.350668], [-3.384723, -0.907440, 2.576345], [-2.604367, -2.072176, 3.199890], [4.690036, -0.689560, 2.034054], [3.924159, -2.039550, 1.523792]],
  "forces_ev_per_angstrom": [[2.6, 0.9, 1.3], [0.4, -0.6, 0.5], [1.8, -0.5, -2.5], [-2.0, -1.6, -1.1], [-0.1, 0.5, 0.2], [2.2, 1.0, 0.7], [-2.1, -4.5, 4.1], [1.2, -2.4, 0.2], [1.2, 4.4, -4.0], [1.6, 1.2, 1.6], [-0.5, -0.8, 0.8], [-0.9, -0.1, -2.7], [-6.1, -2.0, 3.8], [1.0, -2.6, -4.8], [5.3, 5.5, 0.8], [-1.5, 1.7, 1.0], [0.7, 2.1, -3.2], [0.3, 0.5, 1.4], [0.0, -2.6, 1.6], [-1.3, -1.2, -0.2], [-2.3, -0.5, 1.5], [0.2, 0.8, -1.6], [0.1, 0.4, 0.4], [-0.3, -0.5, 0.8], [2.1, 0.0, -2.9], [-0.2, 1.0, 0.4], [2.0, -1.1, -1.3], [-3.3, -0.8, -4.6], [-1.0, 0.9, -0.8], [0.9, -2.0, 0.1], [-0.5, 1.4, 0.2], [-0.3, 0.6, -0.2], [0.1, 1.7, 4.8], [-0.2, -1.1, -0.6], [0.9, 0.3, -3.9], [-1.7, 2.5, 2.3], [0.1, -0.5, 0.4], [-0.7, -0.7, -1.7], [3.1, -3.3, -1.8], [-3.7, -0.5, -0.6], [-2.3, 2.3, 2.7], [1.6, -1.6, 4.3], [-0.1, 0.4, -0.6], [-1.4, 0.4, -1.8], [2.7, 1.2, 3.6], [0.6, -0.4, 1.0]],
  "gap_ev": 9.96,
  "e_tot_ha": -1146.7834,
  "lumo_energy_ev": -3.21,
  "total_charge": 1
}

***

{
  "formula": "C15H29NNiSi2",
  "method": "ωB97M-V with the def2-TZVPD basis set",
  "symbols": ["C", "C", "C", "C", "C", "Ni", "C", "C", "C", "N", "H", "H", "H", "H", "H", "H", "H", "H", "H", "H", "C", "Si", "C", "C", "C", "Si", "C", "C", "C", "H", "H", "H", "H", "H", "H", "H", "H", "H", "H", "H", "H", "H", "H", "H", "H", "H", "H", "H"],
  "coordinates": [[0.934221, -0.526927, -4.103737], [1.470416, 0.770089, -3.863701], [0.548433, 1.476313, -3.046978], [-0.529891, 0.598007, -2.738507], [-0.283288, -0.648570, -3.378134], [1.211913, -0.171568, -2.196064], [2.888939, 1.310705, -0.906322], [3.168450, 0.138025, -1.505524], [4.001036, -0.841126, -1.885032], [0.886305, -1.192614, -0.748918], [0.616170, 2.516816, -2.751734], [2.357306, 1.185859, -4.327579], [-1.401610, 0.847029, -2.145553], [-0.945749, -1.507173, -3.364602], [1.360432, -1.279866, -4.754912], [2.795773, 2.238129, -1.482486], [1.247502, -2.145238, -0.950034], [2.899542, 1.431218, 0.178676], [5.091028, -0.744495, -1.812337], [3.587387, -1.781759, -2.268573], [-3.006461, 1.131404, 2.521341], [-2.585654, 0.162682, 0.934085], [-3.236753, -1.612963, 1.004591], [-3.534016, 1.020927, -0.461876], [-0.738069, 0.203999, 0.684103], [0.486702, -0.299940, 1.989130], [-0.320423, -1.531536, 3.195173], [2.196636, -1.019363, 1.672153], [0.830467, 1.372603, 2.834058], [-4.093006, 1.150124, 2.688277], [-2.676704, 2.177536, 2.431889], [-2.542973, 0.734513, 3.434388], [-4.310455, -1.647103, 1.244385], [-3.115009, -2.090747, 0.021534], [-2.721360, -2.253254, 1.731601], [-3.111516, 2.015609, -0.675340], [-3.521641, 0.421741, -1.385580], [-4.587248, 1.148158, -0.154846], [-0.342600, 1.031636, 0.065513], [-0.380089, -2.532376, 2.740853], [0.306147, -1.612944, 4.098083], [-1.329665, -1.241839, 3.519702], [2.794869, -0.476889, 0.931851], [2.771362, -1.006227, 2.611181], [2.143867, -2.065692, 1.349500], [1.434626, 2.022456, 2.184034], [-0.100125, 1.906045, 3.071399], [1.384778, 1.218586, 3.770866]],
  "forces_ev_per_angstrom": [[-0.2, -0.7, -1.6], [0.0, 0.7, -1.6], [-1.3, 1.1, -0.8], [-1.1, 1.1, -0.6], [-0.8, 0.1, -1.3], [2.7, -0.4, 3.9], [0.6, 1.4, 0.5], [0.0, -1.7, -1.3], [-0.5, 0.3, 0.3], [1.3, -1.3, 0.6], [0.1, -0.2, 0.1], [0.0, -0.1, 0.2], [0.3, -0.1, 0.1], [0.3, 0.1, 0.2], [0.0, 0.0, 0.1], [-0.2, -0.5, 0.1], [-0.4, -0.4, 0.0], [-0.1, -0.2, -0.3], [-0.2, 0.0, 0.2], [0.3, 0.5, 0.0], [-1.0, 0.1, 0.3], [3.6, 0.3, -0.3], [-0.6, -0.3, 0.1], [-0.5, 0.1, 0.0], [-1.5, -0.1, 1.0], [-1.8, 1.0, -2.0], [0.2, -0.1, 0.5], [0.5, -0.2, 0.3], [0.3, 0.0, 0.9], [-0.2, 0.1, 0.3], [0.0, -0.3, -0.2], [0.0, -0.1, -0.3], [0.0, -0.1, 0.0], [0.1, 0.2, 0.2], [0.0, 0.3, -0.1], [-0.1, -0.3, 0.1], [0.0, 0.2, 0.2], [0.1, 0.1, -0.2], [-0.2, -0.5, 0.0], [0.0, 0.3, 0.0], [-0.1, -0.1, -0.1], [0.2, 0.0, -0.1], [-0.3, -0.2, 0.2], [0.0, 0.0, 0.2], [-0.1, 0.2, 0.0], [-0.1, -0.2, 0.0], [0.2, -0.2, -0.1], [0.2, 0.2, 0.2]],
  "gap_ev": [4.13, 3.98],
  "e_tot_ha": -2730.7109,
  "lumo_energy_ev": [5.72, 5.70],
  "total_charge": -2,
  "multiplicity": 3
}

***

{
  "formula": "C2H5N3O2",
  "method": "ωB97M-V with the def2-TZVPD basis set",
  "symbols": ["C", "C", "N", "N", "N", "O", "O", "H", "H", "H", "H", "H"],
  "coordinates": [[-2.230548, -0.287229, 0.040273], [-0.899100, -0.980336, -0.012251], [1.449937, -0.722317, 0.028759], [0.232294, 1.325696, -0.094161], [0.179327, -0.026412, 0.061749], [-2.350577, 0.929791, 0.148441], [-0.814796, -2.200788, -0.060522], [-3.040268, -1.023974, -0.123744], [1.558735, -0.761720, 1.043318], [1.213887, -1.630436, -0.311145], [0.498015, 1.683200, -1.135867], [-0.646298, 1.757278, 0.244653]],
  "forces_ev_per_angstrom": [[-0.2, 1.3, -0.4], [1.1, 2.6, 0.0], [-0.6, 2.3, 1.1], [0.5, 2.4, -2.2], [-1.1, -4.3, -1.1], [-0.8, -2.2, 0.0], [0.4, 1.1, 0.2], [-0.3, 0.5, 0.2], [1.1, -0.7, -0.3], [0.0, -0.9, -0.1], [-1.0, -1.5, 3.0], [1.0, -0.5, -0.6]],
  "gap_ev": 8.15,
  "e_tot_ha": -393.8553,
  "lumo_energy_ev": -0.63,
  "total_charge": 0,
  "smiles": "NN(N)C(=O)C=O"
}

***

Energy relative to the best compared isomer or geometry (same formula, charge and spin) / kcal/mol: 137.7; 0.0; 102.9